Entry 1:
Formula: C30H30N6
Source: OMol25
Level of theory: wB97M-V/def2-TZVPD

As for the structure (SMILES): c1ccncc1.c1ccncc1.c1ccncc1.c1ccncc1.c1ccncc1.c1ccncc1. For the frontier orbital gap, the calculation gives 9.63 eV. The spin multiplicity is 1.

Last column: Mulliken charge in e.
Positions of all 66 atoms, in Å:
C: 1.087 0.231 -1.521  0.006
C: 0.147 -0.750 -1.319  -0.825
C: -1.142 -0.318 -0.941  -0.346
N: -1.429 1.005 -0.710  -0.287
C: -0.423 1.905 -0.872  -0.298
C: 0.868 1.571 -1.221  -0.604
H: 2.094 0.017 -1.847  0.579
H: 0.243 -1.823 -1.404  0.531
H: -1.983 -0.961 -0.728  0.425
H: -0.826 2.906 -0.834  0.424
H: 1.601 2.315 -1.498  0.428
C: -1.800 -4.152 2.975  -0.537
C: -2.611 -4.401 1.818  -0.291
C: -2.188 -4.255 0.454  -0.573
N: -0.917 -3.693 0.322  -0.409
C: -0.199 -3.407 1.357  -0.295
C: -0.537 -3.683 2.669  -0.280
H: -2.022 -4.250 4.027  0.417
H: -3.596 -4.825 1.950  0.352
H: -2.741 -4.547 -0.427  0.420
H: 0.703 -2.880 1.084  0.799
H: 0.121 -3.447 3.493  0.387
C: -6.386 0.942 -1.397  -0.504
C: -7.493 1.842 -1.241  -0.259
C: -7.246 3.216 -1.150  -0.211
N: -5.984 3.731 -1.184  -0.537
C: -4.893 2.839 -1.267  -0.339
C: -5.080 1.511 -1.330  0.079
H: -6.682 -0.095 -1.350  0.357
H: -8.524 1.522 -1.274  0.360
H: -8.106 3.870 -1.182  0.349
H: -3.963 3.385 -1.228  0.425
H: -4.274 0.792 -1.305  0.262
C: 2.339 1.942 -4.974  -0.060
C: 3.442 2.190 -4.149  -0.095
C: 4.662 2.541 -4.780  -0.404
N: 4.741 2.969 -6.056  -0.529
C: 3.743 2.696 -6.872  -0.195
C: 2.560 2.099 -6.405  -0.530
H: 1.377 1.589 -4.632  0.451
H: 3.331 1.951 -3.102  0.230
H: 5.632 2.528 -4.304  0.388
H: 3.896 2.986 -7.901  0.380
H: 1.896 1.684 -7.149  0.345
C: 5.159 -0.849 2.416  -0.322
C: 4.530 -1.579 3.398  -0.378
C: 3.517 -2.437 2.957  -0.217
N: 3.040 -2.489 1.702  -0.262
C: 3.694 -1.674 0.734  -0.361
C: 4.715 -0.850 1.115  -0.367
H: 5.881 -0.106 2.719  0.341
H: 4.726 -1.447 4.452  0.384
H: 3.060 -3.073 3.701  0.348
H: 3.240 -1.685 -0.246  0.458
H: 5.050 -0.222 0.302  0.361
C: -0.424 1.528 4.070  -0.343
C: -0.044 0.814 5.222  -0.484
C: 0.439 -0.491 5.104  -0.358
N: 0.598 -1.011 3.893  0.016
C: 0.218 -0.297 2.792  -0.028
C: -0.331 0.973 2.832  -0.578
H: -0.760 2.552 4.152  0.367
H: 0.005 1.281 6.194  0.363
H: 0.670 -0.942 6.058  0.362
H: 0.410 -0.749 1.830  0.341
H: -0.830 1.465 2.009  0.370

***

Entry 2:
Formula: C4H5O3Sr
Source: OMol25
Level of theory: wB97M-V/def2-TZVPD

As for the expectation value of S²: 0.757. For the frontier orbital gap (alpha / beta), the calculation gives 5.34 / 6.54 eV. The spin multiplicity is 2.

Last column: Mulliken spin population.
Positions of all 13 atoms, in Å:
O: -0.996 1.197 -0.061  0.012
C: 0.263 0.730 0.251  0.050
O: 1.144 1.715 0.191  0.010
Sr: 3.326 1.049 0.230  0.043
O: 0.365 -0.142 1.392  0.096
C: 0.689 -0.697 0.039  -0.122
H: -0.065 -1.434 -0.259  -0.018
C: -2.060 0.276 -0.161  -0.002
H: -1.977 -0.334 -1.074  0.001
H: -2.105 -0.384 0.718  0.002
H: -2.981 0.869 -0.212  0.002
C: 2.107 -0.947 -0.270  0.897
H: 2.291 -1.898 -0.784  0.029

***

Entry 3:
Formula: C5H6Cl9N
Source: OMol25
Level of theory: wB97M-V/def2-TZVPD

As for the structure (SMILES): ClC(Cl)Cl.ClC(Cl)Cl.ClC(Cl)Cl.CC#N. For the frontier orbital gap, the calculation gives 11.43 eV. The spin multiplicity is 1.

Last column: Mulliken charge in e.
Positions of all 21 atoms, in Å:
Cl: 9.281 21.115 14.076  -0.118
C: 8.476 19.544 14.268  0.071
Cl: 7.309 19.549 15.563  -0.107
Cl: 9.623 18.189 14.494  -0.123
H: 7.938 19.378 13.335  0.277
Cl: -0.481 7.289 18.492  -0.099
C: 0.540 8.671 18.172  0.051
Cl: 1.213 9.266 19.779  -0.133
Cl: -0.401 9.937 17.342  -0.113
H: 1.373 8.389 17.529  0.294
Cl: 3.571 11.768 10.768  -0.112
C: 5.106 11.754 11.591  0.055
Cl: 4.893 11.170 13.273  -0.122
Cl: 5.927 13.315 11.665  -0.105
H: 5.685 11.033 11.014  0.285
C: -4.186 12.984 10.329  -0.739
C: -5.385 12.895 11.132  0.313
N: -6.359 12.844 11.755  -0.344
H: -4.183 13.999 9.931  0.239
H: -4.327 12.300 9.492  0.244
H: -3.201 12.729 10.720  0.288

***

Entry 4:
Formula: C9H21NO3Si
Source: OMol25
Level of theory: wB97M-V/def2-TZVPD

As for the structure (SMILES): C=CCNCCC[Si](OC)(OC)OC. For the frontier orbital gap, the calculation gives 9.51 eV. The spin multiplicity is 1.

Last column: Mulliken charge in e.
Positions of all 35 atoms, in Å:
C: 1.451 2.174 -2.091  -0.069
C: 0.540 1.877 -2.983  0.048
C: -0.489 0.836 -2.912  -0.811
N: -0.887 0.316 -1.572  0.052
C: -1.970 1.012 -0.896  -0.617
C: -2.460 0.284 0.389  -0.784
C: -1.598 0.541 1.550  -0.722
Si: -0.121 -0.615 1.322  0.543
O: 1.083 0.079 0.311  -0.307
C: 2.099 0.686 1.044  -0.979
O: 0.599 -0.876 2.802  -0.439
C: 1.226 -2.087 3.108  -0.622
O: -0.539 -2.155 0.788  -0.443
C: 0.177 -2.580 -0.309  -0.555
H: 1.915 3.167 -2.061  0.256
H: 1.549 1.614 -1.203  -0.381
H: 0.447 2.531 -3.858  0.301
H: -0.129 -0.074 -3.490  0.279
H: -1.391 1.145 -3.427  0.460
H: -0.103 0.367 -0.899  0.182
H: -2.913 1.068 -1.523  0.395
H: -1.776 2.058 -0.680  0.363
H: -3.496 0.576 0.590  0.430
H: -2.529 -0.814 0.318  0.255
H: -1.320 1.569 1.889  0.431
H: -2.088 0.189 2.441  0.306
H: 2.838 1.133 0.317  0.298
H: 1.688 1.397 1.745  0.385
H: 2.663 -0.081 1.607  0.277
H: 1.281 -2.700 2.202  0.247
H: 0.776 -2.645 3.952  0.242
H: 2.259 -1.896 3.443  0.253
H: 1.034 -1.835 -0.463  0.207
H: -0.428 -2.649 -1.225  0.291
H: 0.615 -3.613 -0.226  0.228

***

Entry 5:
Formula: C25H22Br2NOSeSrTe
Source: OMol25
Level of theory: wB97M-V/def2-TZVPD

For the frontier orbital gap, the calculation gives 5.43 eV. The spin multiplicity is 1. The net charge is -1.

Last column: Mulliken charge in e.
Positions of all 54 atoms, in Å:
Sr: -0.220 1.687 2.024  1.264
C: -2.536 -1.002 1.800  -0.313
C: -2.112 -1.029 3.237  0.348
C: -2.732 -1.865 4.187  -0.919
C: -2.344 -1.805 5.497  -0.759
C: -1.325 -0.908 5.902  1.050
C: -0.867 -0.732 7.230  -0.096
Br: -1.578 -1.794 8.644  -0.266
C: 0.070 0.218 7.517  -0.352
C: 0.602 1.029 6.506  -0.230
Br: 1.837 2.372 6.980  -0.190
C: 0.258 0.890 5.164  0.973
O: 0.688 1.661 4.227  -0.888
C: -0.746 -0.119 4.887  -0.509
N: -1.180 -0.172 3.600  -0.260
H: -2.759 -2.004 1.436  0.401
H: -1.707 -0.608 1.208  -0.596
H: -3.422 -0.373 1.668  0.272
H: -3.508 -2.548 3.866  0.447
H: -2.818 -2.434 6.239  0.348
H: 0.398 0.360 8.537  0.393
C: -0.618 -0.277 -6.286  -1.519
C: -0.394 0.400 -4.960  0.762
C: 0.530 1.423 -4.816  -1.069
C: 0.767 2.040 -3.591  1.187
C: 1.803 3.124 -3.507  -1.807
C: 0.052 1.626 -2.458  -0.259
Se: 0.376 2.511 -0.794  -0.189
C: -0.873 0.580 -2.585  1.543
C: -1.601 0.044 -1.392  -0.845
C: -1.085 -0.005 -3.826  -1.178
H: -0.045 0.210 -7.076  0.359
H: -1.671 -0.256 -6.573  0.338
H: -0.311 -1.325 -6.250  0.295
H: 1.099 1.750 -5.682  0.198
H: 2.261 3.292 -4.483  0.364
H: 2.579 2.856 -2.788  0.340
H: 1.366 4.058 -3.150  0.375
H: -0.884 -0.388 -0.687  -0.223
H: -2.311 -0.734 -1.680  0.196
H: -2.141 0.843 -0.875  0.405
H: -1.801 -0.820 -3.901  0.246
Te: 1.236 -1.490 1.283  -0.199
C: 1.979 -1.192 -0.681  -0.257
C: 3.009 -0.287 -0.939  -0.300
C: 3.466 -0.071 -2.231  -0.475
C: 2.903 -0.756 -3.300  -0.437
C: 1.885 -1.665 -3.058  -0.386
C: 1.430 -1.879 -1.763  -0.337
H: 3.446 0.266 -0.117  0.343
H: 4.259 0.647 -2.404  0.371
H: 3.243 -0.570 -4.312  0.353
H: 1.425 -2.196 -3.884  0.364
H: 0.624 -2.583 -1.586  0.321

***

Entry 6:
Formula: C21H37Cl2F3IN2O25PS6
Source: OMol25
Level of theory: wB97M-V/def2-TZVPD

For the frontier orbital gap, the calculation gives 5.73 eV. The spin multiplicity is 1.

Last column: Mulliken charge in e.
Positions of all 98 atoms, in Å:
C: -3.517 2.053 -1.594  -0.785
N: -2.262 1.330 -2.060  -0.245
C: -1.372 1.300 -0.859  -1.035
C: 0.107 0.753 -1.123  1.925
P: 0.466 0.094 -2.883  0.263
O: 0.395 1.441 -3.979  -0.481
Cl: -1.056 -1.312 -3.496  -0.276
C: 1.376 1.751 -0.870  -0.009
O: 1.524 2.881 -1.382  -0.574
O: 2.350 1.190 0.069  -0.317
C: 1.707 0.172 0.925  0.435
C: 2.743 -0.783 1.685  -0.954
N: 2.137 -1.888 2.485  -0.383
S: 1.026 1.229 2.295  1.413
O: 0.451 0.428 3.462  -0.695
O: -0.123 2.134 1.862  -0.665
C: 2.282 2.386 3.085  0.550
F: 2.514 2.112 4.464  -0.211
F: 1.776 3.723 3.024  -0.206
F: 3.545 2.416 2.460  -0.185
C: 0.696 -0.460 -0.174  -1.649
I: 2.192 -1.316 -1.610  0.119
C: -0.407 -1.528 0.273  -0.161
C: 0.074 -3.060 0.282  -0.575
C: -0.330 -3.900 -1.029  -0.447
Cl: -2.166 -4.038 -1.193  -0.184
H: -3.606 2.047 -0.442  0.267
H: -3.475 3.158 -1.927  0.210
H: -4.451 1.508 -1.997  0.465
H: -1.838 1.868 -2.829  0.249
H: -1.247 2.409 -0.534  0.425
H: -1.869 0.784 0.040  0.434
H: -0.043 1.055 -4.792  0.453
H: 3.555 -1.244 1.028  0.157
H: 3.315 -0.109 2.439  0.515
H: 2.396 -1.702 3.475  0.363
H: 1.109 -1.871 2.491  0.163
H: -1.356 -1.433 -0.371  0.504
H: -0.724 -1.279 1.356  0.359
H: -0.483 -3.570 1.161  0.197
H: 1.186 -3.219 0.493  0.192
H: 0.191 -3.531 -1.978  0.170
H: 0.054 -4.979 -0.867  0.417
C: -8.577 4.394 -2.417  -0.322
C: -8.942 3.132 -3.184  -0.351
O: -7.725 2.705 -3.796  -0.339
S: -6.480 3.108 -2.835  1.209
O: -6.125 1.960 -2.053  -0.544
O: -5.529 3.843 -3.611  -0.562
O: -7.280 4.145 -1.876  -0.304
H: -8.508 5.256 -3.086  0.297
H: -9.287 4.611 -1.619  0.305
H: -9.709 3.310 -3.938  0.310
H: -9.275 2.340 -2.507  0.276
C: 0.918 0.789 -9.643  -0.326
C: -0.571 0.484 -9.573  -0.351
O: -0.703 -0.474 -8.522  -0.306
S: 0.432 -0.187 -7.400  1.148
O: -0.162 0.587 -6.348  -0.621
O: 1.149 -1.401 -7.159  -0.570
O: 1.364 0.800 -8.286  -0.311
H: 1.459 0.000 -10.173  0.293
H: 1.120 1.749 -10.118  0.305
H: -0.958 0.083 -10.510  0.313
H: -1.143 1.373 -9.294  0.281
C: 7.334 -3.602 0.711  -0.332
C: 7.165 -4.940 0.007  -0.399
O: 6.012 -5.531 0.606  -0.317
S: 4.976 -4.356 1.035  1.150
O: 3.990 -4.226 0.004  -0.456
O: 4.640 -4.531 2.415  -0.574
O: 6.008 -3.109 0.907  -0.276
H: 7.799 -3.728 1.693  0.286
H: 7.919 -2.896 0.121  0.313
H: 8.035 -5.586 0.128  0.319
H: 6.959 -4.802 -1.058  0.278
C: 4.441 2.580 7.789  -0.314
C: 4.031 3.808 6.992  -0.194
O: 4.065 4.886 7.928  -0.333
S: 5.231 4.602 9.020  1.081
O: 6.404 5.322 8.624  -0.533
O: 4.661 4.707 10.329  -0.523
O: 5.462 3.032 8.680  -0.323
H: 3.608 2.202 8.389  0.334
H: 4.819 1.781 7.151  0.283
H: 3.037 3.708 6.556  0.219
H: 4.754 4.025 6.201  0.302
C: -3.501 -3.773 3.710  -0.334
C: -4.952 -3.318 3.775  -0.412
O: -5.044 -2.240 2.844  -0.311
S: -4.009 -2.507 1.621  1.063
O: -4.739 -3.093 0.537  -0.593
O: -3.185 -1.347 1.466  -0.442
O: -3.135 -3.674 2.334  -0.213
H: -2.853 -3.105 4.285  0.262
H: -3.373 -4.796 4.066  0.319
H: -5.241 -2.990 4.773  0.325
H: -5.629 -4.111 3.442  0.304

***

no.,electronic energy (eV)
1,-40533.430
2,-11203.007
3,-119473.132
4,-25184.472
5,-243385.208
6,-192130.838